# 1
Below is 17 unconnected molecules or ions with the total composition C2H37O17 in a non-equilibrium geometry, with properties calculated with ωB97M-V/def2-TZVPD.

Calculated values
DFT total energy in eV: -37486.8049
Strongest force on any atom in eV Å⁻¹: 1.835
Energy relative to the best compared isomer or geometry (same formula, charge and spin) in kJ/mol: 21.6
Total charge: -1
LUMO in eV: 2.414
Highest occupied orbital energy in eV: -6.284

Each line ends with the Mulliken charge.
CARTESIAN COORDINATES (ANGSTROEM)
C  0.73  -0.51  -0.47  -0.2714
C  -0.65  -0.11  0.09  -0.0877
O  -0.59  0.52  1.38  0.0969
H  0.49  -0.75  -1.47  0.6758
H  1.08  -1.43  0.02  -0.5085
H  1.46  0.30  -0.42  -0.0667
H  -1.42  -0.88  -0.01  0.3928
H  -1.07  0.66  -0.58  0.3187
O  1.23  2.58  -2.41  -0.7123
H  1.35  3.55  -2.31  0.2967
H  0.92  2.31  -1.52  0.3947
O  -0.66  -1.91  2.62  -0.7541
H  -0.49  -0.99  2.22  0.3536
H  -0.19  -1.87  3.47  0.2702
O  3.89  1.23  -1.75  -0.7550
H  3.77  1.58  -0.84  0.3613
H  3.27  1.75  -2.29  0.3342
O  -3.37  0.40  -2.42  -0.6150
H  -3.76  1.12  -2.87  0.2302
H  -3.95  0.08  -1.69  0.3848
O  -3.19  -0.21  1.84  -0.7881
H  -2.68  -0.96  2.16  0.4345
H  -2.53  0.44  1.63  -0.0216
O  -0.06  -3.53  0.56  -0.7325
H  -0.50  -3.07  1.30  0.3869
H  -0.34  -3.06  -0.25  0.2967
O  3.50  -1.57  -1.56  -0.6480
H  3.63  -0.63  -1.76  0.3977
H  4.25  -1.99  -2.00  0.2551
O  -0.54  1.78  3.87  -0.6746
H  -0.35  1.04  3.29  0.2578
H  0.35  2.09  4.06  0.3096
O  -1.04  -0.46  -3.75  -0.6719
H  -1.68  0.15  -3.35  0.3408
H  -0.35  0.16  -4.07  0.3345
O  -3.04  2.83  0.72  -0.6502
H  -2.51  3.28  0.06  0.3177
H  -2.37  2.28  1.18  0.2486
O  3.27  2.04  1.18  -0.7722
H  2.43  2.46  0.92  0.3432
H  3.03  1.23  1.72  0.4315
O  -1.60  -2.67  -2.08  -0.5964
H  -1.21  -2.02  -2.66  0.2842
H  -2.02  -3.31  -2.66  0.2660
O  2.17  -0.09  2.75  -0.7756
H  2.58  -0.84  2.32  0.4909
H  1.54  0.20  2.07  0.1747
O  -4.44  -1.36  -0.64  -0.7829
H  -4.22  -1.20  0.28  0.3953
H  -3.59  -1.71  -0.92  0.3389
O  0.34  2.72  0.56  -0.8005
H  0.03  1.78  0.86  -0.0262
H  -0.06  3.26  1.25  0.3206
O  3.31  -2.24  1.11  -0.7970
H  2.40  -2.56  1.02  0.3378
H  3.45  -1.88  0.22  0.4354



# 2
Below is a molecular structure, C2H3AlO in a non-equilibrium geometry, with properties calculated with ωB97M-V/def2-TZVPD.

Calculated values
DFT total energy in eV: -10757.5446
Strongest force on any atom in eV Å⁻¹: 4.878
Energy relative to the best compared isomer or geometry (same formula, charge and spin) in kJ/mol: 0.0
Total charge: +1
Spin multiplicity: 2
LUMO (alpha / beta) in eV: -5.529 / -8.343
Highest occupied orbital energy (alpha / beta) in eV: -13.852 / -13.709

Each line ends with the Mulliken charge.
CARTESIAN COORDINATES (ANGSTROEM)
C  -0.10  -0.82  0.46  -0.6757
C  -0.60  0.29  -0.16  0.4320
O  0.12  1.34  -0.45  -0.1548
Al  1.77  1.54  -0.39  0.3706
H  0.58  -0.73  1.30  0.3819
H  -0.25  -1.80  -0.01  0.3054
H  -1.52  0.17  -0.75  0.3406



# 3
Below is a molecular structure, C2H3AlO2 in a non-equilibrium geometry, with properties calculated with ωB97M-V/def2-TZVPD.

Calculated values
DFT total energy in eV: -12802.8102
Strongest force on any atom in eV Å⁻¹: 2.983
Energy relative to the best compared isomer or geometry (same formula, charge and spin) in kJ/mol: 245.0
Total charge: +1
Spin multiplicity: 2
LUMO (alpha / beta) in eV: -6.654 / -7.195
Highest occupied orbital energy (alpha / beta) in eV: -15.756 / -15.731

Each line ends with the Mulliken charge.
CARTESIAN COORDINATES (ANGSTROEM)
O  -0.95  -0.72  -2.29  0.0130
Al  -0.76  0.56  -0.96  0.7200
O  -0.54  0.45  -2.78  0.0270
C  0.69  -0.43  1.14  -0.4544
C  -0.11  0.58  0.72  -0.1597
H  0.81  -0.70  2.19  0.2480
H  1.37  -0.95  0.44  0.2360
H  -0.51  1.19  1.54  0.3701



# 4
Below is 2 unconnected molecules or ions with the total composition C2H3BCl2O2 in a non-equilibrium geometry, with properties calculated with ωB97M-V/def2-TZVPD.

Calculated values
DFT total energy in eV: -31937.5663
Strongest force on any atom in eV Å⁻¹: 11.337
Structure (SMILES): ClC#CCl.OBO
Energy relative to the best compared isomer or geometry (same formula, charge and spin) in kJ/mol: 298.9
Total charge: 0
LUMO in eV: 0.313
Highest occupied orbital energy in eV: -9.268

Each line ends with the Mulliken charge.
CARTESIAN COORDINATES (ANGSTROEM)
Cl  -1.52  -2.30  0.37  -0.1580
C  -1.95  -0.80  -0.07  0.0804
C  -1.93  0.43  -0.38  0.3134
Cl  -2.01  1.86  -0.87  -0.2424
O  1.65  -0.34  1.15  -0.4904
B  0.74  0.38  0.41  0.6006
O  0.97  0.60  -0.95  -0.4854
H  2.29  -0.90  0.65  0.2744
H  0.21  1.24  0.96  -0.1500
H  1.56  -0.16  -1.27  0.2575



# 5
Below is a molecular structure, C2H3BiO3 in a non-equilibrium geometry, with properties calculated with ωB97M-V/def2-TZVPD.

Calculated values
DFT total energy in eV: -14080.1831
Strongest force on any atom in eV Å⁻¹: 5.118
Energy relative to the best compared isomer or geometry (same formula, charge and spin) in kJ/mol: 219.2
Total charge: +2
LUMO (alpha / beta) in eV: -11.782 / -12.057
Highest occupied orbital energy (alpha / beta) in eV: -18.255 / -19.179

Each line ends with the Mulliken charge.
CARTESIAN COORDINATES (ANGSTROEM)
O  2.13  -0.08  0.35  -0.3457
C  1.95  0.25  1.53  0.3913
C  0.56  0.57  1.95  0.2636
O  -0.42  0.20  1.24  -0.3892
H  -1.10  -0.70  -3.07  0.3795
H  0.40  1.20  2.84  0.4377
Bi  0.03  -0.39  -0.65  1.3787
O  -1.30  -0.55  -2.14  -0.5004
H  -2.25  -0.50  -2.04  0.3844



# 6
Below is a molecular structure, C2H3Br2N in a non-equilibrium geometry, with properties calculated with ωB97M-V/def2-TZVPD.

Calculated values
DFT total energy in eV: -143695.7538
Strongest force on any atom in eV Å⁻¹: 3.918
Energy relative to the best compared isomer or geometry (same formula, charge and spin) in kJ/mol: 124.4
Total charge: 0
LUMO in eV: -1.395
Highest occupied orbital energy in eV: -10.045

Each line ends with the Mulliken charge.
CARTESIAN COORDINATES (ANGSTROEM)
C  0.27  -0.30  -0.15  0.1348
C  -0.50  0.88  0.33  -0.3009
N  0.37  -0.57  -1.37  -0.4282
Br  -2.25  0.29  1.12  -0.0849
Br  1.54  -1.96  1.16  -0.2955
H  0.08  1.25  1.12  0.3183
H  -0.67  1.63  -0.54  0.3115
H  1.16  -1.21  -1.66  0.3450



# 7
Below is 2 unconnected molecules or ions with the total composition C2H3Br2N3 in a non-equilibrium geometry, with properties calculated with ωB97M-V/def2-TZVPD.

Calculated values
DFT total energy in eV: -146674.4027
Strongest force on any atom in eV Å⁻¹: 2.510
Energy relative to the best compared isomer or geometry (same formula, charge and spin) in kJ/mol: 365.3
Total charge: 0
LUMO in eV: 0.620
Highest occupied orbital energy in eV: -9.250

Each line ends with the Mulliken charge.
CARTESIAN COORDINATES (ANGSTROEM)
C  -1.17  1.00  0.13  -0.2237
C  -2.48  1.20  -0.12  -0.1229
N  1.20  -1.47  0.69  -0.3620
N  2.18  -1.53  0.14  0.6581
N  3.35  -1.28  -0.10  -0.5560
Br  0.20  2.36  0.08  -0.1327
Br  -3.53  -0.37  -0.10  -0.1199
H  -0.95  -0.11  0.20  0.2568
H  -2.88  2.16  -0.53  0.3499
H  4.07  -1.95  -0.37  0.2523



# 8
Below is a molecular structure, C2H3Br2NO4S in a non-equilibrium geometry, with properties calculated with ωB97M-V/def2-TZVPD.

Calculated values
DFT total energy in eV: -162717.4424
Strongest force on any atom in eV Å⁻¹: 3.089
Energy relative to the best compared isomer or geometry (same formula, charge and spin) in kJ/mol: 17.2
Total charge: 0
LUMO in eV: 0.310
Highest occupied orbital energy in eV: -9.345

Each line ends with the Mulliken charge.
CARTESIAN COORDINATES (ANGSTROEM)
C  1.96  0.39  -0.13  -0.9093
C  -2.38  0.50  -0.32  0.0560
N  -1.16  0.39  0.01  0.7809
O  -0.47  1.21  0.62  -0.6967
O  -0.57  -0.80  -0.41  -0.3559
O  1.38  -2.21  -0.17  -0.5846
O  0.61  -1.00  1.79  -0.5750
S  0.94  -1.01  0.41  1.1910
Br  -3.30  2.09  -0.22  -0.0071
Br  -3.21  -1.02  -0.95  -0.0289
H  1.57  1.11  0.53  0.3922
H  2.96  0.10  -0.02  0.4146
H  1.67  0.23  -1.14  0.3230



# 9
Below is 2 unconnected molecules or ions with the total composition C2H3BrCl2Si in a non-equilibrium geometry, with properties calculated with ωB97M-V/def2-TZVPD.

Calculated values
DFT total energy in eV: -105087.1267
Strongest force on any atom in eV Å⁻¹: 6.652
Energy relative to the best compared isomer or geometry (same formula, charge and spin) in kJ/mol: 376.1
Total charge: 0
LUMO (alpha / beta) in eV: -2.184 / -2.720
Highest occupied orbital energy (alpha / beta) in eV: -8.391 / -7.697

Each line ends with the Mulliken charge.
CARTESIAN COORDINATES (ANGSTROEM)
C  0.16  0.17  -0.09  -0.5511
C  0.77  -0.84  0.56  -0.0569
Si  1.57  -2.29  -0.22  0.6225
Cl  1.97  -2.48  -2.20  -0.1250
Cl  2.80  -3.37  1.00  -0.1216
Br  -1.94  -3.84  0.87  -0.5655
H  -0.22  1.00  0.28  0.3495
H  0.29  0.20  -1.23  0.1218
H  0.55  -1.17  1.60  0.3264



# 10
Below is a molecular structure, C2H3BrCl3N in a non-equilibrium geometry, with properties calculated with ωB97M-V/def2-TZVPD.

Calculated values
DFT total energy in eV: -111221.4654
Strongest force on any atom in eV Å⁻¹: 4.993
Energy relative to the best compared isomer or geometry (same formula, charge and spin) in kJ/mol: 64.3
Total charge: 0
LUMO in eV: 0.542
Highest occupied orbital energy in eV: -10.694

Each line ends with the Mulliken charge.
CARTESIAN COORDINATES (ANGSTROEM)
C  -1.34  -0.67  -1.17  -0.0932
C  1.09  0.41  1.25  0.1861
N  -1.31  0.51  -0.95  -0.3869
Cl  -0.43  -1.61  -2.34  -0.1285
Cl  1.49  -0.55  2.71  -0.1482
Cl  1.17  2.07  1.79  -0.1123
Br  2.16  -0.15  -0.16  -0.0344
H  -2.21  -1.21  -0.65  0.3295
H  0.03  0.14  1.04  0.1007
H  -0.64  1.04  -1.51  0.2872